DFT (ωB97M-V/def2-TZVPD) results for 2 unconnected molecules or ions with the total composition C6H12O.

Output
energy above the lowest of the compared OMol25 structures with the same formula, charge and spin: 137.5 kJ/mol
HOMO: -9.30 eV
E_LUMO: 0.90 eV
SMILES: C=CC(=C)CC.O

Element x y z (Å)
C: 0.034391 -2.667218 0.757767
C: 0.962163 -1.450775 0.836221
C: 0.484926 -0.284480 0.000464
C: 1.188165 0.174318 -1.034322
C: -0.941673 1.577379 0.797430
C: -0.807378 0.313782 0.400342
H: -0.062535 -3.018046 -0.267311
H: -0.952621 -2.441890 1.153685
H: 0.423638 -3.470801 1.371834
H: 1.954671 -1.762477 0.509035
H: 1.035729 -1.113380 1.873139
H: 0.812564 1.007491 -1.615725
H: 2.133002 -0.277048 -1.305109
H: -1.912510 1.979062 1.062240
H: -0.083304 2.229591 0.897575
H: -1.697406 -0.307837 0.386843
H: -0.980668 2.643233 -1.368832
H: -1.065204 3.811523 -2.340995
O: -0.525947 3.057574 -2.114281

Atoms 1-3, force components in eV/Å:
C 0.02 0.24 0.22
C -0.23 -0.12 -0.16
C 0.32 -0.32 -0.01



DFT (ωB97M-V/def2-TZVPD) results for a single C6H12O molecule.

Output
energy above the lowest of the compared OMol25 structures with the same formula, charge and spin: 139.7 kJ/mol
HOMO: -9.24 eV
E_LUMO: 0.94 eV
SMILES: CC[C@@]1(C)C[C@H]1O

Element x y z (Å)
C: -0.880850 -1.644957 1.045245
C: -1.145062 -0.480996 0.065098
C: 0.075975 0.255889 -0.508945
C: 0.754628 -0.146944 -1.828047
C: 0.176329 1.763778 -0.329321
C: 0.948214 0.867488 0.568874
O: 0.474666 0.936048 1.888465
H: -0.392496 -1.304940 1.963517
H: -0.279262 -2.462067 0.632751
H: -1.839789 -2.071241 1.364695
H: -1.723588 0.257842 0.629017
H: -1.800235 -0.846024 -0.734429
H: 1.305367 -1.093314 -1.822782
H: 0.036423 -0.178674 -2.660463
H: 1.476234 0.632267 -2.111830
H: -0.640814 2.306895 0.134169
H: 0.730143 2.319855 -1.079658
H: 2.026211 0.749011 0.473966
H: 0.802058 0.180995 2.389393

Atoms 1-3, force components in eV/Å:
C 0.03 -0.02 -0.06
C -0.08 0.08 -0.07
C 0.01 -0.06 0.11



DFT (ωB97M-V/def2-TZVPD) results for a single C6H12O molecule.

Output
energy above the lowest of the compared OMol25 structures with the same formula, charge and spin: 34.0 kJ/mol
HOMO: -9.57 eV
E_LUMO: 1.13 eV
SMILES: C[C@H]1CO[C@@H](C)C1

Element x y z (Å)
C: 2.111029 -0.127970 -1.011356
C: 0.933038 0.648893 -0.428423
C: -0.284189 0.715962 -1.383298
O: -1.366325 0.067847 -0.742599
C: -1.165157 0.103444 0.663292
C: -1.962919 -1.039867 1.262073
C: 0.352833 0.006240 0.848186
H: 2.508874 0.356745 -1.910861
H: 1.798597 -1.143528 -1.283819
H: 2.927590 -0.208041 -0.285145
H: 1.265168 1.669879 -0.206256
H: -0.541438 1.761297 -1.621147
H: -0.105311 0.191054 -2.331046
H: -1.522245 1.067509 1.068855
H: -3.029431 -0.914802 1.050842
H: -1.825133 -1.101597 2.346507
H: -1.636151 -1.983055 0.809799
H: 0.651001 -1.049250 0.931030
H: 0.692370 0.517897 1.755178

Atoms 1-3, force components in eV/Å:
C 0.03 -0.03 -0.01
C 0.03 0.03 -0.03
C 0.17 0.13 -0.17



DFT (ωB97M-V/def2-TZVPD) results for a single C6H12O molecule.

Output
energy above the lowest of the compared OMol25 structures with the same formula, charge and spin: 100.1 kJ/mol
HOMO: -10.06 eV
E_LUMO: 1.04 eV
SMILES: C[C@@H]1C[C@@H]1[C@@H](C)O

Element x y z (Å)
C: -1.392001 -0.797438 1.792084
C: -0.268926 -0.079726 1.063445
O: 0.855942 -0.087878 1.935016
C: 0.083728 -0.739665 -0.246422
C: -0.616109 -0.374250 -1.518593
C: 0.817198 0.045956 -1.312516
C: 1.173208 1.512220 -1.111762
H: -2.316010 -0.779303 1.204599
H: -1.576683 -0.320127 2.758545
H: -1.110772 -1.839866 1.977020
H: -0.577177 0.961078 0.862636
H: 1.641777 0.058065 1.393235
H: 0.357305 -1.789197 -0.134235
H: -1.363763 0.415882 -1.471489
H: -0.848629 -1.174131 -2.216507
H: 1.565995 -0.510835 -1.871267
H: 0.307972 2.172773 -1.216426
H: 1.911082 1.833371 -1.853190
H: 1.599294 1.710290 -0.121435

Atoms 1-3, force components in eV/Å:
C -0.04 -0.02 0.03
C -0.28 0.00 -0.20
O 0.25 0.04 -0.04



no.,gap between HOMO and LUMO (eV)
1,10.206
2,10.180
3,10.700
4,11.103